Entry 1
{
  "formula": "C3H6OSe",
  "method": "ωB97M-V/def2-TZVPD",
  "smiles": "OC1=C[Se]1.C",
  "total_charge": 0,
  "homo_energy_ev": -7.699,
  "species": ["C", "C", "C", "O", "Se", "H", "H", "H", "H", "H", "H"],
  "coordinates": [[-1.47, 0.54, 0.29], [2.02, -0.47, -0.64], [-1.29, 0.13, 1.46], [-1.38, 1.09, -0.92], [-3.29, 0.30, 1.35], [1.77, 0.55, -0.38], [2.97, -0.64, -0.95], [1.35, -1.08, -1.25], [2.01, -0.93, 0.44], [-0.69, -0.37, 2.22], [-2.01, 0.89, -1.61]],
  "mulliken_charge": [0.1914, -0.9880, -0.2246, -0.4559, -0.2775, 0.2260, 0.3406, 0.2184, 0.2127, 0.3766, 0.3803]
}



Entry 2
{
  "formula": "C3H6OSe",
  "method": "ωB97M-V/def2-TZVPD",
  "total_charge": 0,
  "homo_energy_ev": [-8.828, -7.323],
  "species": ["C", "C", "C", "O", "Se", "H", "H", "H", "H", "H", "H"],
  "coordinates": [[1.27, 0.06, -0.19], [-0.04, -0.33, -1.00], [-1.21, -0.24, 1.62], [1.15, 0.87, 0.88], [-1.12, -1.35, 0.36], [1.66, -0.90, 0.28], [1.94, 0.42, -0.90], [-0.64, 0.51, -1.49], [0.06, -1.10, -1.71], [-1.59, -0.67, 2.55], [-1.22, 0.87, 1.56]],
  "mulliken_charge": [-0.3987, -0.6507, -0.4587, -0.5752, 0.2044, 0.2999, 0.3589, 0.3188, 0.3439, 0.2918, 0.2654]
}



Which of them is the most stable, and which is the least stable? entry 1 and entry 2, in that order.



Entry 1
{
  "formula": "C6H14NS",
  "method": "ωB97M-V/def2-TZVPD",
  "total_charge": 1,
  "homo_energy_ev": -12.847,
  "species": ["C", "C", "C", "C", "C", "C", "N", "S", "H", "H", "H", "H", "H", "H", "H", "H", "H", "H", "H", "H", "H", "H"],
  "coordinates": [[-0.27, 1.26, 1.76], [0.58, 0.50, 0.83], [0.57, -1.79, -0.73], [1.89, -1.48, -1.17], [-0.07, -2.92, -1.36], [-1.84, 2.61, 0.49], [-1.60, 1.29, 1.23], [-0.36, -1.04, 0.46], [-0.28, 0.78, 2.72], [0.07, 2.38, 1.90], [0.73, 1.04, -0.12], [1.61, 0.55, 1.29], [2.02, -2.14, -2.18], [2.57, -1.72, -0.33], [2.08, -0.36, -1.54], [-0.32, -2.75, -2.48], [-1.02, -3.24, -1.10], [0.65, -3.80, -1.35], [-1.56, 2.50, -0.67], [-2.91, 2.53, 0.47], [-1.50, 3.53, 0.80], [-2.32, 1.15, 1.97]],
  "mulliken_charge": [-0.7921, -0.4487, 0.9524, -1.0193, -1.4883, -0.9613, -0.2699, 0.0699, 0.4193, 0.3305, 0.3375, 0.4340, 0.3395, 0.3199, 0.3396, 0.3788, 0.4673, 0.3723, 0.2419, 0.3580, 0.3745, 0.2442]
}



Entry 2
{
  "formula": "C6H14NS",
  "method": "ωB97M-V/def2-TZVPD",
  "total_charge": 1,
  "homo_energy_ev": [-12.164, -12.166],
  "species": ["C", "C", "C", "C", "C", "C", "N", "S", "H", "H", "H", "H", "H", "H", "H", "H", "H", "H", "H", "H", "H", "H"],
  "coordinates": [[0.58, -0.21, -1.27], [0.39, 0.30, 0.13], [1.24, 1.22, 0.89], [-2.21, 1.51, -0.70], [2.18, -1.67, 0.13], [-2.10, 0.49, 0.41], [0.85, -1.09, -0.09], [-2.59, -1.16, 0.06], [-0.26, -0.38, -1.91], [1.55, -0.18, -1.61], [1.69, 0.55, 1.58], [0.73, 1.95, 1.47], [1.87, 1.77, 0.34], [-2.01, 1.04, -1.65], [-1.50, 2.26, -0.67], [-3.24, 1.72, -0.70], [3.05, -1.01, -0.10], [2.19, -2.11, 1.08], [2.33, -2.51, -0.47], [-2.31, 0.80, 1.45], [0.10, -1.65, 0.29], [-2.55, -1.64, 1.34]],
  "mulliken_charge": [-0.6345, 0.6267, -1.6528, -1.1933, -1.0433, 0.0595, 0.0475, -0.1559, 0.2058, 0.3816, 0.4402, 0.3499, 0.4211, 0.3798, 0.3522, 0.4009, 0.3719, 0.3892, 0.4273, 0.3773, 0.2515, 0.1975]
}



Which of them is the most stable, and which is the least stable? entry 1 and entry 2, in that order.